Entry from the OMol25 dataset: C36H57BaBrN4O8P2 as an isolated structure in a non-equilibrium geometry (wB97M-V/def2-TZVPD).

```
109
Properties=species:S:1:pos:R:3:forces:R:3
C 6.36135 1.17071 0.73560 -0.03 0.03 0.00
H 5.26827 -2.02205 0.65683 0.01 0.00 0.01
H 3.13589 6.76296 -0.42415 0.00 0.01 0.00
H -5.45914 -1.58912 0.81252 0.04 -0.02 -0.02
C -3.64604 -3.77214 -3.96826 0.05 0.03 0.08
P -3.03013 -0.48750 0.31368 -0.25 -0.06 0.08
H -1.52592 -2.70983 -5.34674 0.00 -0.02 0.00
H -2.97654 -5.56535 -1.63049 -0.01 0.01 0.01
H -3.74469 2.57267 3.37136 -0.01 0.01 -0.01
H 0.55097 -2.00677 3.34587 0.00 0.00 0.00
H 2.89016 -1.57262 4.01396 0.00 0.00 0.00
O -2.16316 0.63656 -0.12763 0.13 0.00 -0.15
H 3.36934 -2.70090 1.62098 -0.04 -0.01 0.03
N 6.06423 3.96120 1.42226 0.00 -0.13 0.10
N 2.43197 0.83160 -2.51008 -0.26 -0.16 0.14
H -1.63840 -4.26367 -3.36313 0.00 -0.01 0.03
C 4.02975 6.66837 0.17920 -0.02 -0.01 -0.01
C 0.07513 0.07691 3.09745 -0.06 0.00 -0.09
H 0.84772 2.10342 -5.24545 0.00 0.03 0.00
H 7.28508 6.33688 2.35771 0.00 0.01 0.00
C 1.04738 2.10914 -4.17216 -0.01 -0.03 0.00
H -2.46037 2.00582 2.29533 0.00 0.01 0.02
C 2.83326 -2.38741 0.72518 0.03 0.08 -0.02
H 1.79668 -2.71312 0.77933 0.01 -0.04 0.00
C -2.27767 -3.38290 -3.46045 -0.01 0.00 -0.16
H -0.61129 -2.09691 -3.96264 -0.01 0.01 -0.02
O -3.50045 -0.41328 1.80755 0.03 0.02 0.04
H 7.26505 1.75986 0.79535 0.01 -0.03 0.00
H -0.81480 1.27327 -3.47166 -0.01 0.01 0.00
C 5.85324 7.66300 1.44298 0.02 0.01 0.01
H 3.71855 0.74474 4.19001 0.00 0.00 0.00
H -6.51242 0.58427 0.33853 -0.01 0.01 -0.02
H 3.55232 3.86244 -0.50927 0.03 0.00 0.03
H -2.21797 -1.42925 -4.34366 0.01 0.00 -0.01
C -0.29701 2.23874 -3.46407 0.09 0.09 -0.02
C 0.54177 1.38519 3.20104 -0.02 -0.02 -0.05
C -1.45436 -5.38426 -0.10066 -0.07 -0.11 0.06
C -5.55080 -1.27306 -0.22903 -0.13 0.00 0.02
H -0.84857 -6.19039 -0.51059 0.00 0.00 -0.01
H -5.98660 -0.40978 2.73212 -0.01 0.00 0.03
C 6.38872 6.43279 1.76046 0.02 -0.01 0.01
C 5.73807 5.29903 1.27451 -0.09 0.12 -0.09
H -0.24835 -5.19232 1.67666 -0.01 0.00 0.01
H -3.53549 -4.77234 -0.14063 -0.03 -0.02 -0.02
N 4.18701 4.13066 0.22338 -0.15 -0.13 -0.02
H -5.87133 1.09366 3.64903 0.01 0.01 0.00
N -0.16939 2.68503 -2.05950 -0.06 -0.33 0.25
H 2.75357 2.51632 1.17140 -0.04 0.00 -0.03
H -5.92067 -2.13619 -2.15687 0.00 -0.03 -0.01
O 2.71415 1.73813 0.59572 -0.11 -0.31 -0.04
O 2.79273 -0.96131 0.63497 -0.30 0.21 -0.30
O -0.13023 -1.97137 -1.46543 0.12 0.23 -0.03
C -2.12663 -2.05023 0.38403 -0.32 -0.36 0.25
C -4.22588 0.77188 2.31905 -0.05 0.13 0.10
H -1.09850 2.82719 -1.67029 -0.05 0.07 -0.09
C 3.95141 1.10395 0.64279 0.03 0.08 -0.15
H -4.84276 -0.27783 4.08304 -0.03 -0.01 0.00
H -4.27838 -2.88723 -4.04107 -0.03 -0.01 -0.01
H -1.61572 -6.29667 1.82632 -0.01 0.00 0.01
C 4.69266 7.78003 0.66090 -0.02 -0.04 -0.02
C 2.70129 0.55780 3.87056 -0.02 -0.03 -0.01
H -4.90985 -3.13975 -1.10909 0.02 -0.04 0.00
H -6.65045 -3.00981 -0.80092 -0.01 0.00 -0.02
C 4.57568 5.43176 0.50538 0.15 0.01 0.06
H 0.27489 3.59732 -2.03644 0.05 -0.04 0.00
C 1.85360 1.62241 3.59148 -0.01 0.02 0.03
H -1.37046 -1.95793 1.17256 -0.01 -0.01 0.03
P -1.31594 -2.76652 -1.05347 -0.29 -0.35 -0.09
C 3.99223 -0.29048 0.63790 0.10 -0.14 0.08
O -0.81488 -4.19320 -0.67909 0.04 0.03 0.06
H -3.25837 -6.51079 -0.17322 0.00 0.00 0.02
C 5.21232 -0.94453 0.66783 -0.02 -0.05 -0.03
C -6.63967 -0.23302 -0.37030 0.08 -0.02 0.01
H -7.60994 -0.69487 -0.18944 -0.01 0.01 0.01
C -1.29218 -5.34580 1.40432 0.04 0.04 -0.07
O -4.27772 -0.62257 -0.60558 0.00 -0.01 -0.05
H 2.68086 0.82188 -4.62611 0.00 -0.03 0.00
H 6.33660 8.56284 1.79810 0.00 0.00 0.00
C 0.92309 -0.98894 3.38100 0.02 0.00 0.02
C 6.38725 -0.20550 0.71649 0.06 0.02 0.00
H -0.96866 -0.10535 2.85643 0.01 0.01 0.01
H -0.91287 2.93676 -4.03589 -0.07 -0.05 0.00
Ba 0.37992 0.27468 -0.41123 1.29 0.95 0.02
H -4.67415 1.27696 1.45996 0.02 -0.01 -0.02
H 2.20676 2.64036 3.71226 0.01 -0.01 0.00
H 1.26782 -0.02623 -4.02135 0.00 0.01 0.00
H 3.30167 -2.82255 -0.15863 0.00 0.00 -0.01
H 3.10688 0.07369 -2.45110 0.03 0.02 0.00
C -1.60928 -2.33545 -4.32697 -0.02 0.02 0.08
H -3.55094 -4.21223 -4.96011 0.00 0.00 0.00
Br 8.03420 -1.11766 0.76273 -0.02 0.01 0.00
H -4.12492 -4.49910 -3.31373 -0.02 0.01 -0.01
C -3.23053 1.68744 2.99820 -0.04 -0.09 -0.04
H 1.64422 3.01149 -3.99310 0.00 -0.01 0.01
H -0.12675 2.21898 3.01837 -0.01 -0.01 0.02
C -5.76471 -2.46664 -1.12963 0.06 0.08 -0.02
H 2.96776 1.67728 -2.33746 -0.02 0.00 0.00
H -2.84280 -2.78991 0.75762 0.02 0.01 0.02
O -2.47600 -2.84102 -2.09505 0.05 -0.02 -0.05
H -2.76992 1.17824 3.84616 0.02 0.03 0.00
H 4.31008 8.76486 0.42966 0.00 0.00 0.00
C -2.89054 -5.55518 -0.54518 0.05 0.04 -0.03
H -1.90127 -4.55811 1.85179 0.00 -0.02 0.03
H -6.63102 0.17272 -1.38186 -0.03 0.00 0.00
C 2.23525 -0.74674 3.76692 0.00 0.03 0.00
C 1.88171 0.86881 -3.88198 0.04 0.03 -0.02
C -5.29801 0.25779 3.24949 0.03 -0.03 -0.03
C 5.14658 3.30244 0.78370 0.06 0.14 -0.08
C 5.13440 1.83277 0.68485 -0.04 0.09 0.11
```
Forces are in eV/Å.

Summary:
Energy relative to the best compared isomer or geometry (same formula, charge and spin), eV: 1.5619
Orbital gap, eV: 7.91
LUMO, eV: -4.226
Net charge: +2
HOMO, hartree: -0.446
Largest force on an atom, eV/Å: 1.60

Atom charges from the Löwdin analysis, given in e for atoms 1 to 99: atom 1 (C): -0.05, atom 2 (H): 0.10, atom 3 (H): 0.11, atom 4 (H): 0.13, atom 5 (C): -0.03, atom 6 (P): 0.42, atom 7 (H): 0.10, atom 8 (H): 0.08, atom 9 (H): 0.10, atom 10 (H): 0.11, atom 11 (H): 0.12, atom 12 (O): -0.47, atom 13 (H): 0.10, atom 14 (N): 0.19, atom 15 (N): -0.07, atom 16 (H): 0.14, atom 17 (C): -0.03, atom 18 (C): -0.14, atom 19 (H): 0.12, atom 20 (H): 0.12, atom 21 (C): -0.19, atom 22 (H): 0.07, atom 23 (C): -0.05, atom 24 (H): 0.08, atom 25 (C): -0.40, atom 26 (H): 0.06, atom 27 (O): -0.19, atom 28 (H): 0.12, atom 29 (H): 0.11, atom 30 (C): -0.07, atom 31 (H): 0.12, atom 32 (H): 0.07, atom 33 (H): 0.15, atom 34 (H): 0.10, atom 35 (C): -0.26, atom 36 (C): -0.10, atom 37 (C): -0.38, atom 38 (C): -0.40, atom 39 (H): 0.15, atom 40 (H): 0.08, atom 41 (C): 0.00, atom 42 (C): -0.22, atom 43 (H): 0.09, atom 44 (H): 0.07, atom 45 (N): 0.15, atom 46 (H): 0.10, atom 47 (N): -0.09, atom 48 (H): 0.10, atom 49 (H): 0.09, atom 50 (O): -0.09, atom 51 (O): -0.23, atom 52 (O): -0.50, atom 53 (C): -0.22, atom 54 (C): -0.41, atom 55 (H): 0.06, atom 56 (C): -0.20, atom 57 (H): 0.10, atom 58 (H): 0.09, atom 59 (H): 0.10, atom 60 (C): -0.08, atom 61 (C): -0.05, atom 62 (H): 0.05, atom 63 (H): 0.10, atom 64 (C): -0.19, atom 65 (H): 0.08, atom 66 (C): -0.08, atom 67 (H): 0.07, atom 68 (P): 0.41, atom 69 (C): -0.23, atom 70 (O): -0.15, atom 71 (H): 0.11, atom 72 (C): -0.05, atom 73 (C): -0.02, atom 74 (H): 0.10, atom 75 (C): -0.03, atom 76 (O): -0.15, atom 77 (H): 0.12, atom 78 (H): 0.11, atom 79 (C): -0.09, atom 80 (C): -0.67, atom 81 (H): 0.08, atom 82 (H): 0.12, atom 83 (Ba): 1.94, atom 84 (H): 0.13, atom 85 (H): 0.12, atom 86 (H): 0.11, atom 87 (H): 0.11, atom 88 (H): 0.08, atom 89 (C): -0.03, atom 90 (H): 0.10, atom 91 (Br): 0.81, atom 92 (H): 0.08, atom 93 (C): -0.03, atom 94 (H): 0.12, atom 95 (H): 0.10, atom 96 (C): -0.02, atom 97 (H): 0.07, atom 98 (H): 0.08, atom 99 (O): -0.19


Entry from the OMol25 dataset: a 5-piece molecular cluster, C36H57ClN6O8S2 overall (wB97M-V/def2-TZVPD).

```
110
Properties=species:S:1:pos:R:3:forces:R:3
H 4.43910 -1.22755 -3.19266 0.00 -0.07 0.06
H 0.78157 0.46464 6.20428 0.00 0.02 0.04
C -1.93331 1.11215 -1.69497 0.08 -0.06 -0.22
C -4.39642 1.38204 -1.53805 0.11 0.03 0.61
C 4.71641 -2.24966 -7.33271 -0.01 0.04 0.03
H 6.09800 5.72278 2.41942 0.13 -0.15 -0.27
C 5.63112 4.80296 2.72567 -0.37 0.27 0.70
C -4.05432 2.15036 1.29704 -0.01 -0.01 0.28
C -4.87684 2.75893 -2.04549 -0.44 -0.28 -0.34
H 5.56079 -5.79943 -6.64322 0.01 -0.06 -0.12
H -9.48139 3.78334 5.84532 -0.03 0.01 0.08
O -2.16524 0.83907 -3.03041 -0.18 0.17 0.17
H 8.27305 -8.46802 -2.81939 -0.01 -0.05 0.06
C 5.01439 2.78470 2.73381 -0.21 0.35 0.32
H 0.37133 0.34753 8.47455 0.06 -0.02 -0.03
H -6.52757 0.40034 3.01015 -0.14 -0.07 -0.04
O -8.67830 0.12238 3.89374 -0.13 -0.04 0.10
C 3.49151 -0.80455 -2.86768 0.31 0.09 -0.25
H -4.36681 0.64687 -2.33822 0.01 0.12 -0.13
C -8.93340 0.74128 4.91412 0.04 -0.03 -0.06
H -10.54843 0.56842 6.32950 0.02 0.01 0.07
N 4.47420 3.34560 3.76505 -0.04 -0.28 -0.06
O 1.27281 0.86285 1.77407 -0.04 0.07 0.05
H 5.17362 1.26015 -0.06482 0.09 0.10 0.13
H 2.39103 2.48355 -3.33028 -0.03 -0.01 0.01
C 2.83197 1.70275 -2.69984 0.14 -0.16 -0.37
C -9.59599 0.08735 6.10418 0.01 -0.03 -0.03
H 7.34158 -7.20468 -4.76047 0.03 -0.01 0.00
C -6.12426 0.98323 2.19088 0.64 0.27 -0.08
H -8.18171 2.43541 4.19199 0.00 0.00 0.00
S 4.86905 1.10669 2.33892 0.18 -0.18 0.02
N 6.95016 -8.05690 -4.39246 -0.06 -0.07 0.04
O -0.95623 3.15137 8.42895 0.01 -0.03 0.01
H 5.10042 -10.51312 -5.69180 0.01 0.04 -0.03
H -9.77583 -0.95549 5.86316 0.02 0.01 -0.05
C 1.84557 1.37465 -1.61686 -0.19 0.05 -0.06
H 6.72754 -9.31885 -2.73654 -0.01 -0.01 -0.01
H -6.31948 1.93861 -3.39090 -0.09 0.10 -0.13
H -6.49444 0.58662 1.24451 -0.18 -0.04 0.07
C 5.45336 -2.62115 -6.06753 0.00 0.03 0.07
C -0.45766 1.32941 0.17569 0.06 0.00 -0.08
C -0.34387 2.27773 7.83608 -0.04 0.06 0.01
H 2.55302 0.38019 -4.41267 -0.09 0.03 0.08
H -4.88318 3.90195 2.26006 -0.02 -0.02 -0.06
C -1.54564 1.67160 0.96708 0.12 -0.13 0.39
H 3.91006 0.17574 0.43893 0.07 -0.05 0.17
C 5.62665 -10.07124 -4.85177 -0.01 0.01 -0.04
O 5.53658 -1.85269 -5.12084 0.05 0.01 -0.09
H -4.17057 1.02384 3.16706 0.16 -0.11 -0.03
H -7.89059 3.35486 6.49546 -0.03 0.01 0.08
H 2.72410 -1.53245 -3.12085 -0.15 0.05 0.21
O 0.47353 -0.04056 -2.95618 0.15 0.13 -0.16
H 1.65403 1.51168 8.08496 0.00 -0.07 -0.02
H 4.32170 -1.24520 -7.21511 0.02 0.00 0.05
H 0.60737 1.56277 4.83323 0.08 -0.09 -0.01
H -9.31696 2.42272 6.95950 0.00 -0.01 0.00
N 6.02289 -3.85092 -6.01452 -0.05 0.03 -0.13
H -1.22692 2.68456 6.10364 0.01 0.01 -0.01
H -5.10824 1.00603 -0.80265 -0.05 -0.09 -0.10
O 6.11367 -8.36213 -6.45243 0.00 0.03 0.03
C 4.32761 1.16784 0.61490 -0.34 0.08 -0.39
H 3.73830 2.13932 -2.28226 -0.09 0.00 0.23
N 4.89077 4.66268 3.76934 0.21 0.18 -0.22
C 6.02651 -4.89272 -7.02915 0.08 0.01 0.31
O 5.77145 3.66966 2.02240 0.17 -0.30 -0.41
C 0.95263 1.23593 0.66982 0.00 -0.11 -0.11
H -4.08516 3.50825 -2.02909 0.07 -0.05 -0.05
H 3.66359 2.96211 -0.39102 -0.01 0.03 0.01
H -6.40287 4.79989 -3.06719 -0.01 -0.14 0.05
H 3.88934 -2.93678 -7.51396 0.03 -0.02 -0.06
H 6.39697 -10.76427 -4.51186 -0.03 -0.01 0.06
S -5.95836 4.20423 -4.18287 0.06 0.13 -0.28
N -0.54846 2.06054 6.51106 0.06 -0.09 0.05
H 3.54096 -0.68191 -1.78365 -0.13 -0.01 0.01
C -0.64498 1.06352 -1.18154 0.04 0.02 0.10
H -0.68608 0.41854 5.22073 0.08 -0.08 -0.03
H -1.90841 1.60272 -3.55888 0.13 -0.12 -0.06
H -4.27575 0.05657 1.65817 0.16 -0.17 0.40
H 0.71457 1.69187 9.57636 -0.04 0.04 -0.01
H -3.28366 4.17391 1.57247 -0.03 0.03 0.01
C 6.24072 -8.76908 -5.30918 -0.01 0.00 -0.05
C 2.00904 1.62473 -0.31235 0.10 0.27 -0.02
H 2.98838 2.77017 1.20780 -0.18 -0.08 0.00
H 7.05154 -5.13072 -7.31734 -0.03 -0.04 -0.09
Cl -1.24559 1.98287 2.65740 -0.16 -0.01 -0.11
H -4.73491 2.15062 -4.09529 -0.04 0.22 -0.23
C 0.66662 1.39581 8.53313 -0.01 0.03 0.04
C -3.03012 1.41693 -0.88450 -0.08 -0.03 -0.18
H -3.46484 3.28963 3.08469 0.03 -0.03 -0.02
H 5.48531 -4.56961 -7.91164 -0.01 0.02 0.00
C -8.84036 2.95123 6.14108 0.11 0.03 -0.23
C -5.47557 2.62745 -3.45239 0.22 -0.29 0.69
H -8.95399 0.14221 6.98410 -0.05 0.03 0.03
C 3.26467 0.52872 -3.60340 0.13 -0.28 0.08
C -3.90231 3.44850 2.10366 -0.05 0.10 -0.01
H 4.91880 -9.90136 -4.03976 0.03 -0.05 0.04
H 6.49512 -4.03321 -5.14343 -0.01 0.00 0.01
C -4.58397 0.97562 2.16109 -0.44 0.21 -0.68
C 0.07543 1.07229 5.64887 -0.17 0.21 -0.03
H 5.38802 -2.26901 -8.19162 -0.04 -0.05 -0.03
C -2.84730 1.74892 0.46617 0.08 0.07 -0.12
H 4.20850 0.80419 -4.07722 -0.05 0.16 -0.02
C 3.24287 2.22986 0.29600 0.40 -0.11 0.06
H -6.48768 2.01237 2.26860 -0.10 -0.05 0.15
C 7.20073 -8.37949 -3.00061 0.07 0.20 -0.15
H -5.68056 3.11068 -1.39341 0.14 0.19 0.09
H 6.80327 -7.59691 -2.35249 -0.01 -0.05 0.06
H -4.84532 2.36894 0.58318 0.04 -0.04 -0.09
C 0.55724 0.72003 -2.02251 -0.31 0.06 0.20
N -8.62132 2.06057 5.01785 -0.05 -0.02 0.08
```
Forces are in eV/Å.

Summary:
SMILES: CCCC1=C(CCSc2nnco2)C(=O)c2c(Cl)c([C@H](C)CC)c(CCCS)c(O)c2C1=O.CNC(C)=O.CNC(C)=O.CNC(C)=O.CNC(C)=O
Orbital gap, eV: 8.31
LUMO, eV: -0.758
Net charge: 0
HOMO, hartree: -0.333
Largest force on an atom, eV/Å: 0.84

Atom charges from the Löwdin analysis, given in e for atoms 1 to 99: atom 1 (H): 0.04, atom 2 (H): 0.07, atom 3 (C): -0.18, atom 4 (C): -0.13, atom 5 (C): -0.01, atom 6 (H): 0.13, atom 7 (C): -0.20, atom 8 (C): -0.34, atom 9 (C): -0.25, atom 10 (H): 0.07, atom 11 (H): 0.08, atom 12 (O): 0.05, atom 13 (H): 0.08, atom 14 (C): -0.72, atom 15 (H): 0.08, atom 16 (H): 0.05, atom 17 (O): 0.02, atom 18 (C): -0.09, atom 19 (H): 0.12, atom 20 (C): -0.54, atom 21 (H): 0.08, atom 22 (N): 0.05, atom 23 (O): 0.09, atom 24 (H): 0.08, atom 25 (H): 0.13, atom 26 (C): -0.12, atom 27 (C): -0.01, atom 28 (H): 0.13, atom 29 (C): -0.09, atom 30 (H): 0.13, atom 31 (S): 1.00, atom 32 (N): 0.01, atom 33 (O): 0.02, atom 34 (H): 0.08, atom 35 (H): 0.08, atom 36 (C): -0.09, atom 37 (H): 0.07, atom 38 (H): 0.08, atom 39 (H): 0.08, atom 40 (C): -0.54, atom 41 (C): -0.09, atom 42 (C): -0.56, atom 43 (H): 0.10, atom 44 (H): 0.07, atom 45 (C): -0.45, atom 46 (H): 0.07, atom 47 (C): -0.01, atom 48 (O): 0.02, atom 49 (H): 0.10, atom 50 (H): 0.08, atom 51 (H): 0.07, atom 52 (O): 0.15, atom 53 (H): 0.08, atom 54 (H): 0.08, atom 55 (H): 0.06, atom 56 (H): 0.07, atom 57 (N): 0.01, atom 58 (H): 0.13, atom 59 (H): 0.11, atom 60 (O): 0.03, atom 61 (C): -0.44, atom 62 (H): 0.10, atom 63 (N): 0.05, atom 64 (C): -0.07, atom 65 (O): 0.04, atom 66 (C): -0.30, atom 67 (H): 0.12, atom 68 (H): 0.11, atom 69 (H): -0.15, atom 70 (H): 0.09, atom 71 (H): 0.08, atom 72 (S): 0.70, atom 73 (N): 0.01, atom 74 (H): 0.06, atom 75 (C): -0.01, atom 76 (H): 0.07, atom 77 (H): 0.13, atom 78 (H): 0.11, atom 79 (H): 0.08, atom 80 (H): 0.08, atom 81 (C): -0.55, atom 82 (C): -0.10, atom 83 (H): 0.11, atom 84 (H): 0.09, atom 85 (Cl): 0.82, atom 86 (H): 0.07, atom 87 (C): -0.01, atom 88 (C): -0.08, atom 89 (H): 0.04, atom 90 (H): 0.07, atom 91 (C): -0.08, atom 92 (C): -0.60, atom 93 (H): 0.08, atom 94 (C): -0.23, atom 95 (C): -0.08, atom 96 (H): 0.08, atom 97 (H): 0.13, atom 98 (C): -0.20, atom 99 (C): -0.10